Entry 1:
Entry from the OMol25 dataset: C33H38BrF6N4O3PbS3Sb as an isolated structure (wB97M-V/def2-TZVPD).

XYZ file:
```
90
Properties=species:S:1:pos:R:3:forces:R:3
Pb 0.1728 0.0600 0.3211 -0.31 -0.16 -0.10
N 0.2728 0.3170 2.8854 0.05 0.07 0.07
C 0.8425 1.5719 3.3761 -0.06 0.03 -0.07
C 0.2540 2.7417 2.5957 0.19 -0.14 -0.07
N 0.4606 2.5270 1.1644 -0.01 0.28 0.08
H -0.6992 0.2133 3.1585 -0.02 -0.10 -0.05
H 0.7845 -0.5028 3.1912 0.00 0.00 0.01
H 1.9242 1.5391 3.2204 -0.01 -0.05 0.00
H 0.6588 1.7266 4.4447 0.06 0.01 0.02
H 0.7116 3.6702 2.9555 -0.05 0.02 0.04
H -0.8191 2.8082 2.7712 -0.11 0.00 0.00
H 1.4431 2.5818 0.9095 -0.02 -0.02 -0.06
H -0.0778 3.1846 0.6121 -0.06 -0.03 -0.06
Br -3.7694 0.6331 2.1578 0.14 0.01 0.07
C -3.3156 -1.0652 1.4250 0.02 0.00 0.03
C -4.3073 -1.7884 0.7897 -0.05 0.01 -0.03
C -3.9651 -3.0559 0.3489 -0.06 0.01 0.00
C -2.6847 -3.5317 0.5690 0.06 -0.04 0.03
C -1.7467 -2.6875 1.1474 -0.04 -0.01 0.04
N -2.0691 -1.4595 1.5710 -0.02 0.05 0.07
C -0.2892 -3.1477 1.2662 -0.09 -0.15 -0.21
O -0.1270 -4.3562 1.4282 0.07 -0.01 0.09
O 0.6013 -2.2583 1.1020 -0.01 0.22 0.20
H -5.2877 -1.3627 0.6386 0.02 0.00 -0.01
H -4.6987 -3.6639 -0.1657 -0.01 -0.02 0.03
H -2.3811 -4.5313 0.2926 -0.02 0.08 0.05
F -2.4020 0.9510 -0.8159 -0.15 0.11 0.04
Sb -3.6769 2.3942 -0.9473 -0.16 0.05 0.01
F -4.9086 3.1859 0.2667 0.02 -0.11 0.02
F -2.4745 3.2794 0.2636 0.08 -0.04 0.03
F -4.8555 3.0604 -2.2874 0.10 0.02 0.04
F -2.4177 3.0296 -2.2440 -0.57 0.44 0.39
F -4.8414 0.8810 -0.9540 0.10 0.07 -0.01
C -0.6968 -3.0379 -6.6666 0.02 0.03 0.05
C -0.5925 -2.7838 -5.1836 -0.01 -0.11 0.04
C -0.6981 -3.8367 -4.2736 0.02 0.10 -0.01
C -0.5954 -3.6203 -2.8943 -0.04 -0.19 -0.01
C -0.7267 -4.7750 -1.9346 0.04 0.09 -0.08
C -0.3888 -2.3393 -2.4432 -0.04 0.12 0.08
C -0.2616 -1.2205 -3.3225 -0.03 -0.11 -0.19
C -0.3773 -1.5021 -4.7178 0.00 0.11 0.14
N -0.0167 -0.0485 -2.7231 0.12 0.00 0.04
C 0.1937 1.2260 -3.4090 -0.12 0.19 -0.32
C 1.4549 1.1824 -4.2914 -0.04 -0.10 0.12
C -1.0529 1.6867 -4.1934 0.01 -0.40 0.04
C 0.4334 2.2790 -2.3229 0.05 -0.18 0.25
H -0.8930 -4.0897 -6.8721 0.00 0.00 -0.01
H 0.2297 -2.7602 -7.1726 -0.01 -0.01 -0.02
H -1.5021 -2.4483 -7.1076 0.00 -0.01 -0.01
H -0.8573 -4.8455 -4.6405 0.00 0.00 -0.01
H -0.2758 -5.6765 -2.3515 0.01 -0.01 0.01
H -1.7824 -4.9883 -1.7497 0.04 -0.04 -0.04
H -0.2537 -4.5613 -0.9752 -0.02 -0.06 -0.05
H -0.2947 -2.1612 -1.3771 -0.01 -0.03 -0.07
H -0.2930 -0.7144 -5.4450 0.02 0.20 -0.04
H 1.3709 0.4934 -5.1287 -0.02 -0.04 -0.04
H 2.3152 0.8839 -3.6876 0.01 0.00 -0.01
H 1.6475 2.1819 -4.6859 -0.01 0.00 0.00
H -1.3098 1.0458 -5.0300 0.11 -0.15 -0.19
H -0.8751 2.6937 -4.5749 -0.03 0.01 0.03
H -1.9088 1.7303 -3.5180 0.33 -0.13 -0.41
H 1.2682 1.9751 -1.6855 0.07 0.03 -0.06
H -0.4727 2.4044 -1.7251 0.25 -0.02 -0.05
H 0.6730 3.2399 -2.7819 -0.02 0.03 0.01
O 2.3025 0.5789 0.0291 0.16 0.09 0.15
C 3.6163 0.1695 -0.0288 0.06 0.03 -0.07
C 3.7516 -1.2323 -0.6172 0.20 -0.04 0.08
C 2.8488 -1.8853 -1.3906 -0.05 0.00 0.00
C 3.2977 -3.1668 -1.8155 -0.05 -0.02 -0.06
C 4.5434 -3.4578 -1.3602 0.13 0.09 0.07
S 5.1769 -2.1853 -0.3977 -0.14 -0.03 -0.07
C 4.2222 0.1804 1.3746 -0.07 -0.06 -0.02
C 5.2271 0.9280 1.9072 0.05 -0.01 0.06
C 5.4488 0.6604 3.2910 0.02 0.06 -0.01
C 4.6071 -0.2894 3.7753 -0.08 -0.06 -0.05
S 3.5467 -0.8767 2.5609 0.06 0.05 0.04
C 4.3600 1.1646 -0.9283 -0.06 -0.05 -0.07
C 4.3740 2.5212 -0.7919 0.02 0.03 0.00
C 5.0151 3.1884 -1.8702 -0.02 0.05 0.06
C 5.4726 2.3220 -2.8148 0.01 -0.16 -0.01
S 5.1261 0.6976 -2.3961 0.00 0.11 0.08
H 1.8887 -1.4632 -1.6436 0.05 0.04 -0.03
H 2.7081 -3.8373 -2.4256 -0.01 0.01 0.01
H 5.1287 -4.3491 -1.5211 -0.05 -0.02 -0.01
H 5.7986 1.6423 1.3330 -0.01 -0.02 -0.02
H 6.2027 1.1574 3.8856 0.00 -0.02 0.01
H 4.5552 -0.6892 4.7757 0.02 0.02 0.00
H 3.9192 3.0255 0.0499 -0.02 -0.01 -0.01
H 5.1222 4.2624 -1.9362 0.00 -0.01 -0.02
H 5.9920 2.5430 -3.7336 0.00 0.03 0.02
```
Positions in Å, forces in eV/Å.

The energy above the lowest of the compared OMol25 structures with the same formula, charge and spin comes out at 36.0 kcal/mol. The spin multiplicity is 2. As for the expectation value of S²: 0.80. As for the total charge: -1.

Atomic partial charges in e from the Mulliken method, atoms 1 to 5: number 1, Pb, carries 2.01; number 2, N, carries -0.39; number 3, C, carries -0.41; number 4, C, carries -0.77; number 5, N, carries -0.24

---

Entry 2:
Entry from the OMol25 dataset: one molecule with the formula C9H11NOS (wB97M-V/def2-TZVPD).

XYZ file:
```
23
Properties=species:S:1:pos:R:3:forces:R:3
C -0.6673 -0.7844 2.3363 -0.29 -1.96 0.24
C 0.3259 -1.1690 1.2642 -2.20 2.47 -0.70
C 1.1797 -2.2173 1.3158 -1.38 0.48 1.20
C 1.9993 -2.4387 0.2841 0.53 -1.04 -0.77
C 1.8782 -1.5872 -0.7721 4.26 -1.09 -1.63
N 1.0849 -0.5997 -0.9233 -2.57 2.35 0.03
C 0.2270 -0.3950 0.0574 1.44 -2.34 1.04
O -0.8279 0.3923 -0.0893 -1.10 1.19 0.26
C -0.8122 1.5498 -0.8641 0.79 1.12 0.20
C -0.6371 1.4254 -2.3368 -2.40 -0.40 -1.89
C -1.5888 2.6684 -0.2621 1.37 -0.99 -1.40
S 0.1615 3.0167 -0.1117 0.48 -0.82 -0.29
H -1.6941 -1.0050 1.9012 1.00 0.18 1.11
H -0.5776 0.2622 2.4444 -0.20 1.26 0.39
H -0.4483 -1.2700 3.3558 -0.57 0.50 -1.67
H 1.0440 -2.8269 2.1626 0.50 -0.91 0.99
H 2.6189 -3.3039 0.2794 0.67 -0.27 -0.27
H 2.6715 -1.5907 -1.5311 -0.35 -0.61 -0.06
H -0.6989 2.4563 -2.7314 0.22 -0.58 -0.03
H -1.5009 0.8041 -2.9164 1.75 1.28 1.72
H 0.2881 0.9519 -2.5932 0.46 -0.05 -0.11
H -2.0933 3.3380 -0.9149 -0.80 0.25 -0.15
H -1.9325 2.3227 0.6454 -1.60 -0.02 1.81
```
Positions in Å, forces in eV/Å.

The energy above the lowest of the compared OMol25 structures with the same formula, charge and spin comes out at 44.3 kcal/mol. As for the structure (SMILES): Cc1cccnc1O[C@@]1(C)CS1.

Atomic partial charges in e from the Mulliken method, atoms 1 to 5: number 1, C, carries -1.19; number 2, C, carries 0.55; number 3, C, carries -0.48; number 4, C, carries -0.60; number 5, C, carries -0.41

---

Entry 3:
Entry from the OMol25 dataset: C21H31BClN3O2Yb as an isolated structure (wB97M-V/def2-TZVPD).

XYZ file:
```
60
Properties=species:S:1:pos:R:3:forces:R:3
Yb 0.0675 -0.0006 1.2095 -0.16 0.00 -1.47
Cl -1.9384 0.0179 2.5923 -1.08 0.02 0.73
N 0.2101 2.2733 0.3495 -1.19 0.71 -0.96
N 0.1372 -2.2889 0.3817 -1.20 -0.72 -1.03
C -0.4334 2.9076 -0.6077 1.19 -1.19 1.27
C -0.4915 -2.9240 -0.5854 1.22 1.18 1.31
C 1.0076 3.2789 1.1007 0.13 -0.09 -0.33
C 1.0734 4.4277 0.0979 -0.18 0.16 -0.62
C 2.4092 2.8065 1.4713 0.08 -0.34 0.15
C 0.2282 3.6713 2.3547 -0.19 0.00 -0.05
H 2.8236 2.1453 0.7003 -0.06 0.18 0.07
H 2.4096 2.2550 2.4199 0.03 0.22 -0.34
H 3.0634 3.6746 1.5716 0.06 0.00 0.06
H -0.6588 4.2463 2.0655 0.02 -0.11 0.13
H 0.8523 4.2890 3.0092 -0.08 -0.06 -0.03
H -0.1031 2.7791 2.9027 0.12 0.21 -0.08
C 0.8877 -3.3002 1.1724 0.15 0.06 -0.32
C 0.9588 -4.4654 0.1895 -0.15 -0.16 -0.60
C 0.0612 -3.6598 2.4063 -0.18 0.01 -0.06
C 2.2873 -2.8519 1.5829 0.07 0.29 0.16
H 2.7273 -2.1779 0.8381 -0.06 -0.18 0.07
H 2.9311 -3.7290 1.6786 0.04 0.01 0.06
H 2.2717 -2.3240 2.5443 0.05 -0.19 -0.33
H -0.8291 -4.2184 2.0965 0.01 0.10 0.12
H -0.2674 -2.7546 2.9340 0.13 -0.21 -0.07
H 0.6515 -4.2848 3.0847 -0.07 0.06 -0.03
O -0.0655 -4.1749 -0.8052 -0.07 -0.70 0.39
H 0.7216 -5.4354 0.6370 0.06 0.14 -0.07
H 1.9225 -4.5221 -0.3318 -0.17 0.04 0.05
O 0.0117 4.1444 -0.8613 0.00 0.74 0.39
H 2.0209 4.4547 -0.4546 -0.17 -0.04 0.06
H 0.8714 5.4104 0.5355 0.05 -0.15 -0.07
C -1.6488 2.4801 -1.3759 0.23 0.18 -0.17
C -1.6740 -2.4895 -1.4007 0.22 -0.16 -0.21
C -1.5643 -1.2105 -2.1919 -0.09 -1.08 -1.46
H -2.5089 -2.3996 -0.6805 0.04 0.01 -0.07
H -1.8790 -3.3206 -2.0748 -0.12 -0.02 0.14
C -1.6102 -0.0045 -1.4959 0.56 0.03 2.02
C -1.5567 1.2087 -2.1802 -0.11 1.04 -1.45
H -1.8412 -0.0096 -0.4175 -0.23 0.01 -0.43
C -1.6024 1.2166 -3.5847 0.16 0.91 1.95
C -1.6091 0.0101 -4.2699 -0.22 -0.01 -1.18
C -1.7264 2.4965 -4.3534 0.15 0.16 -0.40
C -1.6091 -1.2032 -3.5968 0.16 -0.93 1.94
H -1.6540 0.0150 -5.3610 -0.02 0.00 0.22
C -1.7384 -2.4740 -4.3797 0.14 -0.15 -0.41
H -1.7589 -2.2113 -5.4439 0.02 -0.25 0.12
H -2.6670 -3.0160 -4.1504 0.14 0.10 -0.03
H -0.8989 -3.1585 -4.2067 -0.14 0.05 -0.08
H -2.6555 3.0364 -4.1211 0.14 -0.10 -0.03
H -1.7429 2.2468 -5.4208 0.02 0.25 0.12
H -0.8871 3.1778 -4.1679 -0.14 -0.05 -0.08
H -1.8858 3.3170 -2.0326 -0.11 0.01 0.14
H -2.4511 2.3784 -0.6222 0.03 -0.02 -0.09
B 1.9372 0.0493 5.4043 -0.01 0.03 1.02
C 1.8908 0.0174 3.8843 -0.48 0.03 -2.02
N 1.7310 0.0056 2.7263 1.04 -0.01 1.65
H 0.8210 0.4599 5.7123 0.33 -0.14 0.09
H 2.8255 0.8071 5.7463 -0.05 -0.03 0.05
H 2.1448 -1.0954 5.7749 -0.05 0.14 0.07
```
Positions in Å, forces in eV/Å.

The energy above the lowest of the compared OMol25 structures with the same formula, charge and spin comes out at 20.9 kcal/mol. The spin multiplicity is 2. As for the expectation value of S²: 0.76. As for the total charge: -1.

Atomic partial charges in e from the Mulliken method, atoms 1 to 5: number 1, Yb, carries 0.86; number 2, Cl, carries -0.58; number 3, N, carries -0.03; number 4, N, carries -0.03; number 5, C, carries 0.45

---

Entry 4:
Entry from the OMol25 dataset: C35H35Cl3N3O4STb as an isolated structure (wB97M-V/def2-TZVPD).

XYZ file:
```
82
Properties=species:S:1:pos:R:3:forces:R:3
Tb -0.8637 1.1261 0.5985 0.77 -1.43 -1.67
O -3.1634 2.7366 -2.4105 0.54 -0.29 0.81
S -2.9189 1.5263 -1.6470 -0.21 -0.20 -0.47
O -3.2174 1.5867 -0.1717 1.16 -0.40 -1.32
N -1.4162 0.8620 -1.8407 -2.39 0.58 2.13
C -0.6892 1.6193 -2.7261 0.69 -0.14 -2.37
C -0.7594 1.3918 -4.1122 0.63 0.21 1.23
C -0.1007 2.2344 -5.0329 -0.39 1.47 3.00
C 0.4251 3.4366 -4.5763 0.00 -1.16 -0.30
C 0.5413 3.6543 -3.1873 0.79 0.38 0.11
C 1.1893 4.8168 -2.6921 0.13 -0.60 2.73
C 1.5437 4.8226 -1.3181 0.41 0.93 -1.05
C 1.1346 3.7899 -0.4447 -0.74 -0.25 -1.39
N 0.3392 2.8084 -0.8918 0.80 -0.04 0.12
C 0.1314 2.6646 -2.2503 -0.24 1.34 0.29
C -4.0482 0.3506 -2.3643 1.69 -0.51 2.08
C -5.1687 0.8686 -2.9529 -0.76 -1.73 0.23
C -6.0499 -0.0760 -3.4529 -1.72 -0.61 -1.35
C -5.8603 -1.4680 -3.2824 -0.15 0.83 -0.36
C -4.7041 -1.9169 -2.6435 -0.64 -0.63 0.34
C -3.7785 -1.0143 -2.1111 -1.52 0.29 -2.16
H -1.3212 0.5313 -4.4608 0.00 0.08 0.07
H -0.1792 1.9928 -6.0216 0.06 -0.39 -2.56
H 0.8949 4.1614 -5.2268 -0.18 -0.01 -0.20
H 1.3729 5.7057 -3.2879 0.19 -0.36 -0.19
H 2.1619 5.6576 -0.9043 -0.76 -0.79 -0.42
H 1.4180 3.8111 0.6099 -0.34 -0.09 -0.28
H -5.4848 1.8771 -2.8468 0.38 0.83 -0.47
H -6.9198 0.3020 -4.0717 0.86 -0.62 1.08
H -6.6077 -2.2145 -3.6361 0.68 0.86 0.15
H -4.6376 -3.0170 -2.5530 0.48 0.78 0.18
H -2.8553 -1.3965 -1.7504 0.69 0.17 0.61
Cl -0.3879 3.3346 4.9673 -0.95 -0.28 -0.60
C -1.9364 3.1058 4.0003 -0.03 2.35 1.71
Cl -2.5363 4.7745 3.5006 0.46 -1.14 0.16
Cl -3.2053 2.4656 5.1401 1.17 -0.11 -1.43
C -1.5186 2.3750 2.7397 1.08 -0.32 -1.57
O -1.9805 1.2244 2.5270 -0.20 1.14 1.11
O -0.6476 2.9447 1.9188 -2.10 -0.88 2.51
C -1.1215 -4.8373 -0.9608 -1.27 0.21 -1.51
C -0.4056 -3.4947 -1.0317 -0.99 -0.26 2.96
C 0.2720 -3.1179 -2.1364 0.68 0.49 -2.22
C 1.0321 -1.9149 -2.2005 -1.12 -0.39 -0.07
C 1.7625 -1.5890 -3.4732 -1.52 -2.04 -0.77
C 0.9711 -1.0327 -1.1192 0.94 0.48 0.13
C 0.3125 -1.3835 0.0722 -0.54 -3.55 -0.63
C -0.3886 -2.6480 0.1121 0.24 0.91 -0.97
N 0.3327 -0.7112 1.2572 0.73 3.25 1.08
C 1.4884 -0.8444 2.2034 -0.16 -0.24 0.67
C 0.8636 -1.2651 3.5421 0.80 0.34 0.57
C 1.9532 -1.5020 4.6460 -1.69 0.45 0.02
C 2.7598 -0.1789 4.9641 -2.82 -2.07 -0.65
C 3.3236 0.2590 3.6312 0.34 2.43 2.07
C 4.3256 -0.7236 3.1312 -0.48 0.06 -0.74
C 3.5887 -2.0740 2.8936 1.30 0.07 -0.25
C 2.8636 -2.5854 4.1520 1.26 -1.16 0.17
C 2.5594 -1.8872 1.7561 -0.45 -0.34 -0.52
C 2.2139 0.4940 2.6421 -0.12 0.39 -3.41
H -2.1930 -4.7438 -1.3567 1.32 -0.06 0.50
H -1.2083 -5.2030 0.0467 0.09 -0.10 0.44
H -0.6447 -5.6186 -1.5925 -0.14 0.58 0.44
H 0.0788 -3.7746 -3.0346 0.91 0.85 0.78
H 2.4786 -0.8529 -3.3541 1.32 1.68 0.22
H 1.0365 -1.3193 -4.2591 0.28 0.23 0.27
H 2.2658 -2.4875 -3.8736 -0.12 0.29 0.30
H 1.5247 -0.0483 -1.1227 -0.43 -1.13 -0.16
H -0.9374 -2.8480 1.0569 0.52 -0.17 -0.80
H 0.2084 -2.1230 3.4191 0.06 -0.29 0.04
H 0.2428 -0.4240 3.8624 -0.27 -0.08 0.00
H 1.3584 -1.8214 5.5182 0.53 0.00 0.03
H 3.4024 -0.4190 5.7616 1.67 -0.24 0.62
H 2.0512 0.4981 5.4496 -0.06 0.44 -0.57
H 3.8089 1.2332 3.9023 -0.11 -0.42 -0.84
H 5.2233 -0.6548 3.7243 0.11 -0.94 0.97
H 4.7512 -0.3596 2.2011 -0.33 -0.03 -0.72
H 4.4168 -2.7150 2.5434 -0.68 -0.47 0.20
H 3.5626 -2.8877 4.9556 0.11 0.39 -0.34
H 2.3696 -3.5570 3.9221 -0.19 0.77 -0.05
H 2.0275 -2.8927 1.5162 0.96 1.63 0.29
H 3.1067 -1.5128 0.8372 -0.74 -0.51 0.78
H 2.7461 0.8975 1.6830 -1.07 -0.25 1.37
H 1.4211 1.2151 2.9776 0.82 -0.41 -0.17
```
Positions in Å, forces in eV/Å.

The spin multiplicity is 7. As for the expectation value of S²: 12.08. The calculation puts the total energy at -4423.1630 Eh.

Atomic partial charges in e from the Mulliken method, atoms 1 to 5: number 1, Tb, carries 0.50; number 2, O, carries -0.69; number 3, S, carries 1.54; number 4, O, carries -0.62; number 5, N, carries 0.03